# C6H12O

C6H12O as an isolated structure (ωB97M-V/def2-TZVPD, the OMol25 dataset).

CARTESIAN COORDINATES (ANGSTROEM)
1 C 3.02 0.30 0.22
2 C 1.57 -0.17 0.30
3 C 0.61 0.85 -0.31
4 C -0.82 0.45 -0.24
5 C -1.64 -0.67 -0.84
6 O -2.84 0.03 -0.39
7 C -1.98 0.99 0.13
8 H 3.33 0.46 -0.83
9 H 3.16 1.25 0.75
10 H 3.70 -0.44 0.66
11 H 1.28 -0.33 1.35
12 H 1.45 -1.13 -0.22
13 H 0.86 0.99 -1.38
14 H 0.73 1.82 0.18
15 H -3.33 -2.28 1.22
16 H -1.57 -1.66 -0.39
17 H -1.62 -0.75 -1.93
18 H -2.36 1.88 0.62
19 H -3.58 -1.60 1.10

Output
HOMO energy = -8.58 eV
ΔE to the lowest compared entry with this formula, charge and spin = 70.4 kcal per mole
F_max = 0.0071 hartree/bohr

=====

# C20H22N2O5

One molecule with the formula C20H22N2O5 in a non-equilibrium geometry (ωB97M-V/def2-TZVPD, the OMol25 dataset).

CARTESIAN COORDINATES (ANGSTROEM)
1 C 3.54 2.38 -1.13
2 H 2.83 2.95 -0.53
3 H 4.35 3.04 -1.42
4 H 3.03 2.05 -2.03
5 C 4.09 1.20 -0.33
6 C 2.94 0.31 0.09
7 C 2.61 0.06 1.42
8 C 1.55 -0.75 1.76
9 C 0.78 -1.37 0.78
10 C 1.09 -1.12 -0.55
11 C 2.15 -0.30 -0.88
12 H 2.35 -0.12 -1.93
13 H 0.48 -1.54 -1.34
14 C -0.36 -2.22 1.20
15 O -1.04 -1.98 2.17
16 N -0.58 -3.32 0.43
17 H -0.07 -3.42 -0.44
18 C -1.77 -4.11 0.61
19 C -3.01 -3.49 -0.03
20 O -4.10 -3.99 -0.01
21 O -2.71 -2.32 -0.60
22 C -3.79 -1.54 -1.12
23 C -3.73 -0.13 -0.61
24 C -3.10 0.18 0.59
25 C -3.06 1.49 1.04
26 C -3.67 2.48 0.29
27 C -4.32 2.19 -0.90
28 C -4.34 0.88 -1.35
29 H -4.84 0.64 -2.27
30 H -4.79 2.98 -1.46
31 N -3.63 3.85 0.75
32 O -3.02 4.08 1.78
33 O -4.20 4.68 0.09
34 H -2.56 1.74 1.96
35 H -2.63 -0.60 1.17
36 H -4.73 -2.02 -0.83
37 H -3.72 -1.55 -2.21
38 H -1.63 -5.12 0.23
39 H -1.97 -4.16 1.69
40 H 1.29 -0.92 2.80
41 H 3.18 0.52 2.22
42 C 5.06 0.38 -1.19
43 H 4.58 0.02 -2.10
44 H 5.91 1.00 -1.49
45 H 5.44 -0.47 -0.64
46 C 4.87 1.75 0.87
47 H 5.69 2.37 0.51
48 H 5.30 0.95 1.47
49 H 4.24 2.37 1.50

Output
HOMO energy = -9.42 eV
ΔE to the lowest compared entry with this formula, charge and spin = 91.1 kcal per mole
F_max = 0.0256 hartree/bohr
SMILES = CC(C)(C)c1ccc(C(=O)NCC(=O)OCc2ccc([N+](=O)[O-])cc2)cc1

=====

# C7H14N

A 2-piece molecular cluster, C7H14N overall (ωB97M-V/def2-TZVPD, the OMol25 dataset).

CARTESIAN COORDINATES (ANGSTROEM)
1 C 0.01 0.02 -2.69
2 C 0.09 -1.16 -1.73
3 C 2.26 -1.65 -0.74
4 N 1.18 -0.99 -0.77
5 H -0.28 0.95 -2.21
6 H 1.00 0.18 -3.13
7 H -0.68 -0.20 -3.50
8 H -0.83 -1.24 -1.14
9 H 0.24 -2.09 -2.28
10 H 3.01 -1.41 0.00
11 H 2.43 -2.44 -1.45
12 H 1.02 -0.27 -0.05
13 C 0.87 0.77 1.83
14 C -0.33 1.34 1.75
15 C -1.58 0.68 2.11
16 C -2.75 1.32 2.15
17 H 0.99 -0.26 2.17
18 H 1.78 1.32 1.60
19 H -0.41 2.38 1.44
20 H -1.52 -0.36 2.41
21 H -3.65 0.79 2.43
22 H -2.83 2.34 1.80

Output
Net charge = +1
HOMO energy = -12.44 eV
ΔE to the lowest compared entry with this formula, charge and spin = 28.8 kcal per mole
F_max = 0.0143 hartree/bohr

=====

Copy entry 1 word for word.
# C6H12O

C6H12O as an isolated structure (ωB97M-V/def2-TZVPD, the OMol25 dataset).

CARTESIAN COORDINATES (ANGSTROEM)
1 C 3.02 0.30 0.22
2 C 1.57 -0.17 0.30
3 C 0.61 0.85 -0.31
4 C -0.82 0.45 -0.24
5 C -1.64 -0.67 -0.84
6 O -2.84 0.03 -0.39
7 C -1.98 0.99 0.13
8 H 3.33 0.46 -0.83
9 H 3.16 1.25 0.75
10 H 3.70 -0.44 0.66
11 H 1.28 -0.33 1.35
12 H 1.45 -1.13 -0.22
13 H 0.86 0.99 -1.38
14 H 0.73 1.82 0.18
15 H -3.33 -2.28 1.22
16 H -1.57 -1.66 -0.39
17 H -1.62 -0.75 -1.93
18 H -2.36 1.88 0.62
19 H -3.58 -1.60 1.10

Output
HOMO energy = -8.58 eV
ΔE to the lowest compared entry with this formula, charge and spin = 70.4 kcal per mole
F_max = 0.0071 hartree/bohr

=====

- Look up the ΔE to the lowest compared entry with this formula, charge and spin of the third one.
  28.8 kcal per mole

=====

- Which formula does entry 1 have?
  C6H12O